{
  "formula": "C6H4O",
  "method": "ωB97M-V/def2-TZVPD",
  "e_homo_ev": -8.47,
  "lumo_ev": 0.97,
  "e_above_lowest_kj_mol": 134.0,
  "homo_lumo_gap_ev": 9.441,
  "elements": ["C", "C", "C", "C", "C", "C", "O", "H", "H", "H", "H"],
  "positions_angstrom": [[2.816, 0.189, -0.293], [1.808, -0.302, 0.153], [0.417, -0.371, 0.427], [-0.346, 0.753, 0.477], [-1.645, 0.366, 0.055], [-1.588, -0.978, -0.142], [-0.338, -1.450, 0.088], [3.587, 0.725, -0.798], [0.072, 1.733, 0.664], [-2.458, 1.036, -0.176], [-2.325, -1.702, -0.456]],
  "lowdin_charge": [0.1282, -0.0519, -0.3197, -0.0226, -0.0562, -0.1072, 0.0459, 0.0328, 0.1226, 0.1042, 0.1238]
}

---

{
  "formula": "C8H18F3NaO6",
  "method": "ωB97M-V/def2-TZVPD",
  "e_homo_ev": [-13.52, -13.52],
  "charge": 1,
  "multiplicity": 2,
  "lumo_ev": [-3.04, -6.09],
  "homo_lumo_gap_ev": [10.483, 7.434],
  "elements": ["Na", "C", "O", "O", "C", "F", "F", "F", "C", "C", "H", "H", "H", "H", "H", "H", "C", "C", "O", "O", "H", "H", "H", "H", "H", "H", "C", "C", "O", "O", "H", "H", "H", "H", "H", "H"],
  "positions_angstrom": [[0.327, 0.743, -0.007], [-2.499, -1.211, -0.236], [-3.296, -1.877, 0.813], [-2.328, 0.142, 0.123], [-1.269, -2.007, -0.749], [-0.105, -1.743, -0.272], [-1.499, -3.209, -0.460], [-1.205, -1.939, -2.063], [-2.827, -1.879, 2.194], [-3.399, -3.221, 2.745], [-2.794, -3.627, 3.556], [-4.466, -3.222, 2.968], [-3.248, -3.973, 1.970], [-3.307, -1.065, 2.737], [-1.778, -2.029, 2.452], [-3.186, -1.125, -1.078], [-0.090, 3.485, -2.061], [0.248, 4.389, -0.727], [1.505, 4.856, -1.076], [0.556, 2.210, -2.027], [0.194, 3.977, -2.991], [-1.174, 3.424, -2.153], [0.469, 3.735, 0.116], [-0.433, 5.211, -0.501], [1.873, 5.289, -0.302], [1.463, 2.371, -2.296], [3.376, -0.507, -0.875], [3.626, -0.898, 0.629], [2.609, -0.347, 1.437], [2.105, -0.600, -1.355], [3.917, -1.185, -1.535], [3.733, 0.516, -0.997], [4.651, -0.604, 0.853], [3.600, -1.978, 0.770], [2.457, -0.719, 2.308], [2.195, -1.380, -1.908]],
  "lowdin_charge": [0.5968, -0.2309, -0.0818, 0.1261, -0.7171, 0.2000, 0.2528, 0.1940, -0.2072, -0.0619, 0.0766, 0.0805, 0.0757, 0.1185, 0.1156, 0.1917, -0.1659, -0.1994, -0.0766, -0.0901, 0.1240, 0.1124, 0.1004, 0.1215, 0.0967, 0.0988, -0.2409, -0.1983, -0.0648, -0.0611, 0.1333, 0.1246, 0.1218, 0.1202, 0.1021, 0.1116]
}

---

{
  "formula": "C2F3O3S",
  "method": "ωB97M-V/def2-TZVPD",
  "e_homo_ev": -4.66,
  "charge": -1,
  "lumo_ev": 3.84,
  "e_above_lowest_kj_mol": 112.4,
  "homo_lumo_gap_ev": 8.497,
  "elements": ["C", "C", "O", "O", "O", "F", "F", "F", "S"],
  "positions_angstrom": [[-0.180, -0.527, -0.909], [-0.953, 0.342, 0.056], [2.147, 0.811, -0.795], [1.862, -0.615, 1.144], [0.022, 1.119, 0.596], [-0.563, -1.995, -0.594], [-1.678, -0.285, 1.042], [-1.906, 1.113, -0.557], [1.248, 0.038, 0.016]],
  "lowdin_charge": [-0.1560, -0.7456, -0.3235, -0.3093, -0.0977, -0.2019, 0.0693, 0.0598, 0.7049]
}

---

{
  "formula": "C2H4N2O2",
  "method": "ωB97M-V/def2-TZVPD",
  "e_homo_ev": -9.46,
  "lumo_ev": 0.79,
  "e_above_lowest_kj_mol": 395.5,
  "homo_lumo_gap_ev": 10.252,
  "elements": ["N", "N", "C", "O", "C", "O", "H", "H", "H", "H"],
  "positions_angstrom": [[-1.287, 0.969, 0.481], [-1.649, -0.135, -0.268], [-0.701, -0.981, -0.255], [0.596, -0.962, 0.345], [1.538, -0.047, 0.134], [1.422, 0.962, -0.469], [-1.753, 1.869, -0.071], [-0.192, 0.977, 0.269], [-0.876, -1.980, -0.802], [2.208, -0.522, 0.831]],
  "lowdin_charge": [-0.0383, -0.0388, -0.2020, 0.0039, -0.3625, 0.1125, 0.1585, 0.0674, 0.1461, 0.1531]
}

---

{
  "formula": "C6H10O2",
  "method": "ωB97M-V/def2-TZVPD",
  "e_homo_ev": -8.55,
  "lumo_ev": 0.73,
  "e_above_lowest_kj_mol": 314.1,
  "homo_lumo_gap_ev": 9.280,
  "elements": ["C", "C", "C", "C", "C", "C", "O", "O", "H", "H", "H", "H", "H", "H", "H", "H", "H", "H"],
  "positions_angstrom": [[-0.910, -0.790, 0.151], [-1.539, -0.330, 1.265], [-1.444, -0.578, -1.225], [1.518, 0.474, -0.281], [-0.525, 1.495, 1.844], [2.539, -0.372, -0.189], [1.306, 1.299, -1.347], [-1.033, 2.097, 2.669], [1.912, 1.061, -2.064], [-0.194, -1.596, 0.257], [0.970, 0.891, 0.607], [-1.352, -0.789, 2.229], [-2.492, 0.167, 1.172], [-1.834, -1.512, -1.647], [-2.208, 0.200, -1.241], [-0.652, -0.248, -1.902], [2.717, -0.931, 0.711], [3.222, -0.539, -1.010]],
  "lowdin_charge": [-0.2486, -0.1225, -0.0970, -0.3319, -0.0139, 0.0060, -0.0146, 0.0938, 0.1032, 0.1003, 0.0481, 0.0780, 0.0783, 0.0822, 0.0799, 0.0590, 0.0479, 0.0519]
}

---

{
  "formula": "C7H12O",
  "method": "ωB97M-V/def2-TZVPD",
  "e_homo_ev": -8.99,
  "lumo_ev": 0.50,
  "e_above_lowest_kj_mol": 899.0,
  "homo_lumo_gap_ev": 9.491,
  "elements": ["C", "C", "C", "C", "C", "C", "C", "H", "H", "H", "H", "H", "H", "H", "H", "H", "H", "H", "H", "O"],
  "positions_angstrom": [[-0.876, -1.969, 0.161], [-0.537, -0.482, 0.050], [-2.070, 0.153, 0.159], [0.608, 0.173, -0.362], [1.832, -0.527, -0.575], [0.470, 1.729, -0.502], [0.131, 2.449, 0.504], [-1.892, -2.247, -0.471], [0.080, -2.935, -0.261], [-1.494, -2.060, 1.121], [-2.636, -0.584, -0.701], [-2.176, 1.267, 0.033], [-2.069, -0.085, 1.266], [2.439, 0.138, -1.204], [1.648, -1.558, -0.927], [3.337, -1.246, 0.460], [0.432, 2.302, -1.789], [0.348, 2.567, 2.121], [-0.151, 3.484, 0.090], [2.577, -0.570, 0.826]],
  "lowdin_charge": [-0.1300, -0.2702, -0.0671, -0.2680, -0.1894, -0.2284, -0.1235, 0.0867, 0.1824, 0.0726, 0.1295, 0.0531, 0.0751, 0.1156, 0.0961, 0.1362, 0.2094, 0.2314, 0.0462, -0.1577]
}